The following is a quantum chemistry calculation of C4H4FP in the gas phase, from the OMol25 dataset.

Geometry as XYZ:
```
10
Properties=species:S:1:pos:R:3:forces:R:3:nbo_charge:R:1
C -0.6443 -0.3841 -0.8538 0.798 1.429 0.331 -0.219
C 0.6885 -0.3666 -0.8112 0.451 -0.812 1.602 -0.505
C -0.9405 1.3144 0.9461 2.124 0.044 -0.010 -0.280
C -1.4106 0.5141 0.0302 0.515 -0.979 -0.378 0.231
F -2.7289 0.3605 -0.1499 -1.106 0.106 -0.204 -0.335
P 1.7070 0.6149 0.3878 -2.939 1.598 -0.281 0.474
H -1.1594 -0.9140 -1.6277 -0.375 -0.379 -0.140 0.228
H 1.2286 -1.0916 -1.3831 0.344 -0.169 -0.613 0.224
H -1.5236 2.0228 1.5431 0.708 -0.282 -0.032 0.212
H 1.9605 -0.1719 1.5426 -0.519 -0.557 -0.274 -0.030
```
Positions in Å, forces in eV/Å.

The total charge is 0. The value obtained for the HOMO energy (alpha / beta) is -0.334 / -0.339 Ha. For the energy relative to the best compared isomer or geometry (same formula, charge and spin), the calculation gives 95.09 kcal/mol. The frontier orbital gap (alpha / beta) is 7.9 / 8.0 eV.